Below is one molecule with the formula C5H11P, with properties calculated with wB97M-V/def2-TZVPD.

The total energy comes out at -14649.902 eV. The HOMO energy comes out at -9.204 eV. Its HOMO-LUMO gap is 10.3 eV. The SMILES is C=CC[C@H](C)P. As for the energy above the lowest of the compared OMol25 structures with the same formula, charge and spin: 32.8 kcal/mol. For the LUMO energy, the calculation gives 1.1 eV.

Each atom is followed by the atoms it is bonded to, with distances in Å.
Atoms and positions in Å:
1 C -1.235 1.069 0.342  C2 1.567, C3 1.346, H7 1.046
2 C -0.264 0.707 -0.834  C1 1.567, C4 1.607, H9 1.135, H10 1.103
3 C -2.432 0.453 0.318  C1 1.346, H11 1.025, H12 1.040
4 C 0.873 -0.378 -0.498  C2 1.607, C5 1.519, P6 1.951, H13 1.017
5 C 0.427 -1.371 0.562  C4 1.519, H14 1.194, H15 1.097, H16 1.057
6 P 2.366 0.606 0.282  C4 1.951, H8 1.359, H17 1.390
7 H -1.103 1.913 0.945  C1 1.046
8 H 2.894 0.945 -0.923  P6 1.359
9 H -0.982 0.242 -1.581  C2 1.135
10 H 0.108 1.667 -1.228  C2 1.103
11 H -3.153 0.711 1.000  C3 1.025
12 H -2.724 -0.247 -0.393  C3 1.040
13 H 1.234 -0.966 -1.245  C4 1.017
14 H -0.074 -0.809 1.489  C5 1.194
15 H 1.193 -2.048 0.959  C5 1.097
16 H -0.327 -2.029 0.223  C5 1.057
17 H 3.199 -0.465 0.583  P6 1.390